# 1
71
Properties=species:S:1:pos:R:3 method="wB97M-V/def2-TZVPD" e_homo_ev="-12.14 / -12.15" homo_lumo_gap_ev="7.8 / 7.8" total_charge=+1 max_force_ev_per_a=0.588 lumo_ev="-4.3137 / -4.3832"
Co -0.46657 0.46017 -1.51251
C -4.36030 -0.31885 -0.53422
C -3.07111 0.03970 -0.15966
N -2.28631 0.01513 -1.23394
N -3.03386 -0.32125 -2.30346
C -4.28946 -0.53547 -1.90041
B -2.38542 -0.25686 -3.69394
N -1.81887 1.18500 -3.81533
C -2.01278 2.13714 -4.73411
C -1.25041 3.24184 -4.40172
C -0.60119 2.88490 -3.22521
N -0.95275 1.64458 -2.88676
N -1.15063 -1.17659 -3.71825
C -0.77859 -2.14193 -4.56659
C 0.55092 -2.44377 -4.33286
C 0.92795 -1.59354 -3.29798
N -0.10797 -0.84207 -2.93290
H -5.22401 -0.39887 0.09815
H -2.66827 0.29773 0.80588
H -5.04817 -0.80771 -2.61280
H -3.14860 -0.51004 -4.56823
H -2.68007 1.96330 -5.55974
H -1.18080 4.17419 -4.92906
H 0.08228 3.44503 -2.61330
H -1.47089 -2.52270 -5.29724
H 1.16208 -3.16100 -4.84717
H 1.88484 -1.47843 -2.81717
C 1.17544 -2.39005 1.54971
C 0.12336 -2.13495 0.48192
C -1.27401 -2.41977 1.00497
C 0.39300 -2.99746 -0.73194
O 0.24571 -0.68592 0.06058
Si 0.52719 0.56165 1.14711
S -0.03918 2.09975 -0.18195
O -0.53174 0.41777 2.35353
C -0.55414 0.89767 3.72680
C -0.18578 2.37335 3.73516
C 0.42195 0.07166 4.55062
C -1.98468 0.68550 4.19723
O 2.02754 0.64971 1.70191
C 3.33782 1.01751 1.21059
C 3.44765 2.53216 1.26400
C 3.51745 0.49527 -0.20888
C 4.32995 0.35895 2.15788
H 1.12402 -3.43943 1.83818
H 1.00987 -1.79557 2.44622
H 2.17622 -2.18438 1.17404
H -1.32548 -3.47723 1.26579
H -2.02229 -2.23133 0.23822
H -1.50846 -1.83461 1.88742
H 0.28426 -4.04052 -0.43939
H 1.40673 -2.85914 -1.09924
H -0.31771 -2.79693 -1.53141
H 0.83021 2.52131 3.36988
H -0.23843 2.76785 4.74971
H -0.87214 2.94212 3.10895
H 1.43164 0.15925 4.15355
H 0.12922 -0.97889 4.54998
H 0.42686 0.42117 5.58239
H -2.67482 1.29585 3.61524
H -2.08156 0.96552 5.24528
H -2.26709 -0.36228 4.09588
H 2.68001 2.99742 0.64558
H 4.42212 2.85115 0.89370
H 3.33751 2.88758 2.28796
H 2.87394 1.02767 -0.91029
H 3.29073 -0.57139 -0.25272
H 4.55063 0.63510 -0.52794
H 4.14958 0.68718 3.18050
H 5.35032 0.62619 1.88496
H 4.23550 -0.72611 2.11881


# 2
60
Properties=species:S:1:pos:R:3 method="wB97M-V/def2-TZVPD" e_above_lowest_kcal_mol=4.58 smiles=CCCCCCC[N+](CC)(CC)CCCCc1ccc(Cl)cc1 e_homo_ev=-11.53 homo_lumo_gap_ev=9.4 total_charge=+1 max_force_ev_per_a=0.881 lumo_ev=-2.1174
C -6.76507 -3.53335 -0.90956
C -5.56229 -2.64924 -0.60464
C -5.99411 -1.31066 -0.00901
C -4.82274 -0.43325 0.43577
C -3.96372 0.03814 -0.73804
C -2.99288 1.16863 -0.37168
C -1.94842 0.66692 0.62099
N -0.80566 1.57697 0.95334
C -1.30707 2.90012 1.46436
C -1.59042 3.99403 0.44315
C -0.05218 0.94720 2.09000
C 0.50073 -0.44867 1.84453
C 0.07073 1.72795 -0.24359
C 1.40478 2.42939 0.00233
C 2.09074 2.78285 -1.32259
C 2.36260 1.56608 -2.22076
C 2.92404 0.39491 -1.46222
C 4.10041 0.51710 -0.72916
C 4.59367 -0.54149 0.01000
C 3.91087 -1.74961 0.01806
Cl 4.50477 -3.07053 0.96023
C 2.75368 -1.90257 -0.72970
C 2.26856 -0.83076 -1.45994
H -7.42837 -3.04322 -1.61820
H -7.32738 -3.74093 -0.00233
H -6.44468 -4.47940 -1.33804
H -5.00153 -2.48303 -1.52627
H -4.90538 -3.16386 0.10103
H -6.62755 -1.50440 0.85893
H -6.59643 -0.76726 -0.73964
H -4.21633 -0.99923 1.14653
H -5.22439 0.44108 0.95421
H -4.62500 0.40965 -1.52217
H -3.40388 -0.80207 -1.15032
H -2.51774 1.51245 -1.29093
H -3.57292 1.98650 0.05552
H -1.52143 -0.25349 0.22072
H -2.45166 0.42954 1.55985
H -2.21481 2.69320 2.03411
H -0.56240 3.28831 2.16164
H -2.29880 3.69750 -0.32157
H -0.68493 4.35562 -0.03400
H -2.02569 4.83102 0.98492
H -0.73077 0.91714 2.94577
H 0.77516 1.61099 2.34110
H 1.16483 -0.49303 0.98585
H 1.08631 -0.72593 2.71776
H -0.28028 -1.19439 1.73304
H 0.27136 0.72946 -0.63182
H -0.48984 2.27800 -0.99828
H 1.26520 3.35024 0.56926
H 2.07795 1.77984 0.56261
H 3.03448 3.27210 -1.08224
H 1.48420 3.50056 -1.87792
H 3.07204 1.86838 -2.99354
H 1.44507 1.26320 -2.72816
H 4.64343 1.44982 -0.74112
H 5.50610 -0.43603 0.57436
H 2.24120 -2.85124 -0.74123
H 1.37562 -0.96356 -2.05613


# 3
70
Properties=species:S:1:pos:R:3 method="wB97M-V/def2-TZVPD" smiles="CC1(C)CCCC(C)(C)N1O.O=C1OC[C@@H](F)O1.O=C1OC[C@@H](F)O1.CC(C)=O.CC(C)=O" e_homo_ev=-8.51 homo_lumo_gap_ev=9.0 max_force_ev_per_a=7.100 lumo_ev=0.4774
C -16.39181 -14.83447 13.66924
C -15.30950 -15.51248 14.51379
C -15.26476 -17.04825 14.19891
C -13.98165 -14.87016 13.98630
C -12.76563 -15.09511 14.82765
C -13.10738 -14.50758 16.23246
C -14.30844 -15.16186 16.87659
C -13.97809 -16.61849 17.41132
C -14.56772 -14.45921 18.20659
N -15.48763 -15.13185 15.94904
O -16.55626 -15.81013 16.42841
H -16.59899 -13.78677 13.88714
H -16.29954 -15.09236 12.61421
H -17.43002 -15.09395 13.87633
H -14.48373 -17.54801 14.77193
H -16.17129 -17.64792 14.28068
H -14.85960 -17.25077 13.20749
H -13.80031 -15.27920 12.99237
H -14.04803 -13.80424 13.76829
H -12.42808 -16.13148 14.83796
H -11.85473 -14.70468 14.37385
H -13.22843 -13.42545 16.28193
H -12.27870 -14.77085 16.88979
H -14.85116 -17.03542 17.91333
H -13.10997 -16.67675 18.06790
H -13.73333 -17.26676 16.56993
H -14.75347 -13.41389 17.95979
H -13.65087 -14.32521 18.78063
H -15.26427 -14.94206 18.89200
H -17.13401 -15.08871 16.68793
O -11.70983 -7.18832 17.20896
C -10.93477 -7.94566 17.77371
O -11.24107 -8.83360 18.75068
C -10.00334 -9.51097 19.22139
C -8.93629 -9.06454 18.27247
F -8.64760 -10.02296 17.41436
O -9.54650 -7.90757 17.58529
H -9.75043 -9.35448 20.27004
H -10.27511 -10.55666 19.07730
H -8.03874 -8.61195 18.69397
O -13.14951 -10.78022 17.69788
C -13.41391 -10.74948 16.49624
O -12.57153 -10.94808 15.48163
C -13.15479 -10.53348 14.21824
C -14.63664 -10.63490 14.59893
F -15.21264 -11.85610 14.30767
O -14.62750 -10.35620 15.95709
H -12.75681 -9.56677 13.90972
H -12.81928 -11.21360 13.43531
H -15.26507 -9.83219 14.21313
C -9.16172 -12.73861 20.86753
C -8.37164 -11.39517 20.79473
C -6.86880 -11.44701 20.81590
O -8.94590 -10.30373 20.82435
H -10.23275 -12.55077 20.79201
H -8.85360 -13.35147 21.71463
H -8.98007 -13.30090 19.95161
H -6.65072 -11.34612 21.87909
H -6.55039 -10.51589 20.34714
H -6.49729 -12.41442 20.47797
C -10.77932 -13.09837 16.83478
C -10.35011 -12.46684 18.13780
C -11.52621 -11.89160 18.94058
O -9.19900 -12.37820 18.47564
H -11.23365 -12.46714 16.07109
H -11.55933 -13.79136 17.15015
H -9.98480 -13.59463 16.27750
H -12.29836 -12.65429 18.83970
H -11.78766 -10.90238 18.56482
H -11.11347 -11.79210 19.94450